(1)
C31H40BClNO12S | ωB97M-V/def2-TZVPD

Properties
LUMO energy   -0.214 eV
2S+1   1
ΔE to the lowest compared entry with this formula, charge and spin   0.000 eV
Orbital gap   4.191 eV
Net charge   -1
Calculated total energy   -3046.258171 Ha

Bonds (Å) are listed after each position.
Atoms and positions in Å:
1 C -1.309 0.704 6.694  C2 1.546, H28 1.084, H29 1.085, H30 1.086
2 C -0.010 -0.134 6.702  C1 1.546, C3 1.546, H31 1.085, H32 1.087
3 C 0.834 0.093 5.428  C2 1.546, C4 1.551, H33 1.086, H34 1.086
4 C 0.494 -0.975 4.356  C3 1.551, N5 1.460, H35 1.093, H36 1.089
5 N 0.714 -0.491 2.996  C4 1.460, B6 1.541, H37 1.007
6 B -0.466 -0.659 2.020  N5 1.541, C7 1.665, O11 1.501, O27 1.520
7 C -1.524 0.623 2.116  B6 1.665, C8 1.527, H38 1.097, H39 1.091
8 C -1.418 1.623 0.967  C7 1.527, C9 1.515, H40 1.084, H41 1.089
9 C -2.589 2.581 1.045  C8 1.515, Cl10 1.807, H42 1.084, H43 1.083
10 Cl -2.544 3.851 -0.240  C9 1.807
11 O -1.248 -1.924 2.220  B6 1.501, C12 1.387
12 C -1.313 -2.496 0.958  O11 1.387, S13 1.810, C17 1.544, H44 1.099
13 S -1.854 -4.223 1.017  C12 1.810, C14 1.770, O15 1.441, O16 1.447
14 C -3.568 -4.175 0.577  S13 1.770, H45 1.082, H46 1.086, H47 1.083
15 O -1.738 -4.724 2.363  S13 1.441
16 O -1.187 -5.033 0.021  S13 1.447
17 C 0.081 -2.180 0.377  C12 1.544, C18 1.550, C19 1.534, O27 1.383
18 C 1.150 -2.977 1.167  C17 1.550, H48 1.085, H49 1.082, H50 1.085
19 C 0.203 -2.513 -1.116  C17 1.534, C20 1.506, H51 1.082, H52 1.091
20 C 1.366 -1.824 -1.778  C19 1.506, C21 1.402, C26 1.399
21 C 1.223 -0.502 -2.223  C20 1.402, C22 1.389, H53 1.077
22 C 2.284 0.127 -2.861  C21 1.389, C23 1.397, H54 1.081
23 C 3.494 -0.537 -3.079  C22 1.397, C24 1.400, H55 1.080
24 C 3.662 -1.852 -2.625  C23 1.400, C25 1.501, C26 1.394
25 C 4.971 -2.554 -2.839  C24 1.501, H56 1.085, H57 1.090, H58 1.083
26 C 2.588 -2.471 -1.988  C20 1.399, C24 1.394, H59 1.081
27 O 0.102 -0.818 0.619  B6 1.520, C17 1.383
28 H -1.418 1.268 5.774  C1 1.084
29 H -1.316 1.391 7.534  C1 1.085
30 H -2.183 0.062 6.760  C1 1.086
31 H -0.300 -1.179 6.737  C2 1.085
32 H 0.588 0.109 7.576  C2 1.087
33 H 1.888 0.025 5.681  C3 1.086
34 H 0.571 1.062 5.013  C3 1.086
35 H 1.177 -1.808 4.538  C4 1.093
36 H -0.544 -1.257 4.521  C4 1.089
37 H 1.078 0.448 2.996  N5 1.007
38 H -2.547 0.228 2.104  C7 1.097
39 H -1.415 1.132 3.074  C7 1.091
40 H -1.397 1.127 0.004  C8 1.084
41 H -0.527 2.238 1.083  C8 1.089
42 H -3.527 2.044 0.969  C9 1.084
43 H -2.562 3.097 1.996  C9 1.083
44 H -2.096 -1.921 0.444  C12 1.099
45 H -3.846 -5.153 0.206  C14 1.082
46 H -3.748 -3.452 -0.212  C14 1.086
47 H -4.173 -3.911 1.435  C14 1.083
48 H 0.674 -3.734 1.781  C18 1.085
49 H 1.747 -2.310 1.775  C18 1.082
50 H 1.818 -3.506 0.494  C18 1.085
51 H 0.310 -3.583 -1.236  C19 1.082
52 H -0.701 -2.183 -1.629  C19 1.091
53 H 0.287 0.003 -2.052  C21 1.077
54 H 2.151 1.143 -3.206  C22 1.081
55 H 4.307 -0.029 -3.575  C23 1.080
56 H 4.873 -3.633 -2.782  C25 1.085
57 H 5.646 -2.261 -2.034  C25 1.090
58 H 5.423 -2.250 -3.775  C25 1.083
59 H 2.708 -3.491 -1.650  C26 1.081
60 C 7.146 -1.310 -7.480  C61 1.339, C66 1.453, H70 1.081
61 C 7.248 -1.035 -8.786  C60 1.339, C62 1.505, O69 1.328
62 C 6.249 -0.162 -9.498  C61 1.505, O63 1.219, C64 1.448
63 O 6.435 0.047 -10.685  C62 1.219
64 C 5.133 0.369 -8.744  C62 1.448, C65 1.342, H71 1.081
65 C 5.023 0.092 -7.435  C64 1.342, C66 1.508, O68 1.322
66 C 6.041 -0.757 -6.717  C60 1.453, C65 1.508, O67 1.215
67 O 5.878 -0.936 -5.526  C66 1.215
68 O 4.028 0.534 -6.686  C65 1.322, H72 0.979
69 O 8.225 -1.498 -9.556  C61 1.328, H73 0.977
70 H 7.860 -1.932 -6.959  C60 1.081
71 H 4.412 0.979 -9.269  C64 1.081
72 H 4.167 0.183 -5.782  O68 0.979
73 H 8.052 -1.140 -10.448  O69 0.977
74 C -5.765 5.221 4.115  C75 1.338, C80 1.455, H84 1.081
75 C -7.077 4.964 4.182  C74 1.338, C76 1.504, O83 1.329
76 C -7.911 4.741 2.950  C75 1.504, O77 1.220, C78 1.446
77 O -9.096 4.499 3.115  C76 1.220
78 C -7.270 4.830 1.657  C76 1.446, C79 1.345, H85 1.081
79 C -5.953 5.089 1.579  C78 1.345, C80 1.510, O82 1.318
80 C -5.112 5.292 2.817  C74 1.455, C79 1.510, O81 1.214
81 O -3.927 5.512 2.669  C80 1.214
82 O -5.307 5.181 0.434  C79 1.318, H86 0.981
83 O -7.749 4.884 5.325  C75 1.329, H87 0.977
84 H -5.158 5.381 4.994  C74 1.081
85 H -7.882 4.681 0.779  C78 1.081
86 H -4.364 5.349 0.641  O82 0.981
87 H -8.671 4.684 5.075  O83 0.977


(2)
H2N2O4S | ωB97M-V/def2-TZVPD

Properties
LUMO energy   -0.997 eV
2S+1   1
ΔE to the lowest compared entry with this formula, charge and spin   5.556 eV
Orbital gap   7.900 eV
Net charge   0
Calculated total energy   -809.574152 Ha

Bonds (Å) are listed after each position.
Atoms and positions in Å:
1 N 1.626 -0.103 0.209  N2 1.293, O3 1.231
2 N 0.867 0.938 0.090  N1 1.293, S7 1.625
3 O 2.806 0.037 0.530  N1 1.231
4 O -0.495 -1.889 -0.943  O6 1.390, H8 1.037
5 O -1.319 1.355 0.789  S7 1.670, H9 0.995
6 O -1.123 -0.839 -0.284  O4 1.390, S7 1.768
7 S -0.592 0.815 -0.615  N2 1.625, O5 1.670, O6 1.768
8 H 0.488 -1.989 -0.627  O4 1.037
9 H -2.259 1.675 0.850  O5 0.995


(3)
C5H8N2 | ωB97M-V/def2-TZVPD

Properties
LUMO energy   0.930 eV
2S+1   1
ΔE to the lowest compared entry with this formula, charge and spin   2.083 eV
Orbital gap   10.872 eV
Net charge   0
Calculated total energy   -304.758956 Ha
SMILES string   C[C@H]1CN1CC#N

Bonds (Å) are listed after each position.
Atoms and positions in Å:
1 C -1.786 -1.014 0.245  C2 1.520, H8 1.093, H9 1.101, H10 1.094
2 C -0.773 -0.035 -0.326  C1 1.520, C3 1.505, N4 1.457, H11 1.093
3 C -0.490 1.392 0.061  C2 1.505, N4 1.441, H12 1.121, H13 1.088
4 N 0.293 0.312 0.605  C2 1.457, C3 1.441, C5 1.442
5 C 1.652 0.402 0.131  N4 1.442, C6 1.475, H14 1.141, H15 1.099
6 C 2.179 -0.927 -0.230  C5 1.475, N7 1.157
7 N 2.569 -1.969 -0.548  C6 1.157
8 H -1.933 -0.849 1.316  C1 1.093
9 H -1.406 -2.040 0.128  C1 1.101
10 H -2.755 -0.967 -0.258  C1 1.094
11 H -0.528 -0.229 -1.373  C2 1.093
12 H 0.137 1.927 -0.699  C3 1.121
13 H -1.068 2.017 0.738  C3 1.088
14 H 1.645 1.154 -0.727  C5 1.141
15 H 2.266 0.825 0.938  C5 1.099